Model w:
Here is a 2-piece molecular cluster, C3H3N3O overall from OMol25. Energies are from wB97M-V/def2-TZVPD.

Atoms and positions in Å:
N  -1.01781  1.36199  1.61722
C  -0.76935  0.85074  0.52739
N  -0.81704  -1.12083  -0.98439
N  -0.12407  -2.11251  -0.76916
O  2.58023  0.49847  0.23163
C  1.90502  -0.36937  -0.04302
C  -0.38600  0.27804  -0.59412
H  -2.00734  1.54880  1.78560
H  0.78404  -1.86292  -0.33496
H  -0.14768  0.92760  -1.43619

Its HOMO-LUMO gap is 0.33503 hartree. As for the multiplicity: 1. As for the HOMO energy: -0.3165 Eh.

Atomic partial charges in e from the Löwdin method, atoms 1 to 8: 0.145 -0.196 -0.052 0.042 0.104 0.021 -0.222 0.076

=====

Model x:
Here is C3H3N3O in the gas phase from OMol25. Energies are from wB97M-V/def2-TZVPD.

Atoms and positions in Å:
O  2.15147  -0.39568  0.11203
C  0.86645  0.00621  0.03289
C  0.31067  1.30161  -0.08818
N  -1.07292  1.42567  -0.15198
N  -1.87532  0.38543  -0.10276
C  -1.28496  -0.85359  0.01665
N  0.01760  -1.05629  0.08250
H  2.04169  -1.37205  0.18439
H  0.82415  2.27891  -0.14310
H  -1.97883  -1.72022  0.05756

Its HOMO-LUMO gap is 0.35541 hartree. As for the multiplicity: 1. As for the HOMO energy: -0.3563 Eh.

Atomic partial charges in e from the Löwdin method, atoms 1 to 8: 0.074 -0.350 -0.027 0.005 0.001 -0.174 0.113 0.126

=====

Bottom line: model x, by a margin of 270.7 kJ/mol.

=====

Model w:
Here is a 2-piece molecular cluster, C3H3N3O overall from OMol25. Energies are from wB97M-V/def2-TZVPD.

Atoms and positions in Å:
N  0.39812  1.24145  1.63920
C  0.03458  0.95976  0.51666
C  -0.35275  0.79344  -0.74088
C  0.21930  -0.19884  -1.65563
O  1.03754  -1.04515  -1.36046
H  -0.07205  0.77945  2.41548
H  -1.12174  1.47405  -1.08957
H  -0.16155  -0.11302  -2.69406
N  -0.08214  -1.58511  1.89077
N  0.10069  -2.30604  1.07849

Its HOMO-LUMO gap is 0.37464 hartree. As for the multiplicity: 1. As for the HOMO energy: -0.3568 Eh.

Atomic partial charges in e from the Löwdin method, atoms 1 to 8: 0.174 -0.186 -0.076 -0.308 -0.004 0.065 0.103 0.115

=====

Model x:
Here is C3H3N3O in the gas phase from OMol25. Energies are from wB97M-V/def2-TZVPD.

Atoms and positions in Å:
H  1.63772  2.20366  0.01793
N  0.62051  2.07537  -0.08807
N  0.38584  0.90485  0.27371
C  -0.94904  0.51229  0.06454
C  -1.14929  -0.78398  -0.20893
N  -0.15838  -1.75781  -0.14335
C  1.00877  -1.66338  0.21098
O  2.13242  -1.75104  0.51151
H  -1.71939  1.27079  -0.02064
H  -2.10529  -1.14219  -0.57419

Its HOMO-LUMO gap is 0.33859 hartree. As for the multiplicity: 1. As for the HOMO energy: -0.3453 Eh.

Atomic partial charges in e from the Löwdin method, atoms 1 to 8: 0.062 0.076 -0.076 -0.150 -0.117 0.123 -0.306 0.179

=====

Bottom line: model w, by a margin of 122.8 kJ/mol.